[1]
Density functional theory data (the ωB97M-V functional and the def2-TZVPD basis) for a structure of composition C38H42BrN2NaO2P2Si2.

```
90
C38H42BrN2NaO2P2Si2 the ωB97M-V functional and the def2-TZVPD basis
Na 0.345 1.655 -0.835
C 3.174 0.294 -3.068
Si 3.580 0.174 -1.235
C 4.847 -1.237 -1.096
C 4.519 1.745 -0.769
N 2.171 -0.066 -0.361
P 1.655 -0.137 1.152
C 0.262 0.631 1.598
P -1.290 0.261 1.156
N -1.745 0.376 -0.367
Si -2.951 -0.195 -1.384
C -2.270 -1.426 -2.650
C -4.367 -1.117 -0.521
C -3.733 1.198 -2.388
C -1.812 -1.415 1.750
C -2.508 -1.686 2.922
C -2.795 -2.995 3.295
C -2.384 -4.055 2.503
C -1.682 -3.798 1.329
C -1.407 -2.495 0.960
C -2.379 1.350 2.180
C -1.999 1.683 3.480
C -2.810 2.478 4.275
C -4.009 2.973 3.772
C -4.381 2.674 2.470
C -3.568 1.866 1.683
C 1.693 -1.917 1.654
C 2.057 -2.914 0.759
C 2.023 -4.253 1.133
C 1.624 -4.606 2.414
C 1.255 -3.615 3.318
C 1.289 -2.284 2.938
C 3.008 0.506 2.242
C 2.887 1.777 2.793
C 3.927 2.337 3.522
C 5.102 1.623 3.724
C 5.225 0.344 3.197
C 4.184 -0.205 2.460
H 4.085 0.382 -3.669
H 2.543 1.164 -3.259
H 2.637 -0.601 -3.396
H 5.742 -1.031 -1.691
H 4.412 -2.175 -1.453
H 5.159 -1.390 -0.060
H 5.404 1.879 -1.399
H 4.839 1.724 0.276
H 3.872 2.615 -0.906
H -1.921 -2.338 -2.159
H -1.424 -0.989 -3.185
H -3.031 -1.703 -3.386
H -4.003 -2.026 -0.034
H -5.147 -1.399 -1.236
H -4.825 -0.495 0.254
H -3.095 1.462 -3.235
H -3.847 2.106 -1.794
H -4.711 0.904 -2.783
H -2.838 -0.867 3.551
H -3.346 -3.186 4.210
H -2.603 -5.075 2.798
H -1.343 -4.619 0.707
H -0.868 -2.287 0.042
H -1.039 1.322 3.831
H -2.504 2.728 5.285
H -4.641 3.605 4.387
H -5.299 3.079 2.060
H -3.837 1.654 0.656
H 2.350 -2.619 -0.241
H 2.301 -5.023 0.422
H 1.585 -5.650 2.705
H 0.922 -3.887 4.313
H 0.972 -1.503 3.621
H 1.948 2.300 2.639
H 3.822 3.333 3.937
H 5.916 2.057 4.294
H 6.134 -0.224 3.358
H 4.283 -1.205 2.052
Br -2.078 5.178 -4.919
C -1.586 3.372 -5.263
C -2.038 2.821 -6.453
C -1.709 1.514 -6.775
C -0.907 0.777 -5.915
C -0.444 1.355 -4.745
C -0.790 2.656 -4.381
C -0.322 3.152 -3.006
O -1.171 3.714 -2.301
O 0.869 2.856 -2.719
H -2.648 3.416 -7.120
H -2.079 1.076 -7.694
H -0.645 -0.247 -6.153
H 0.204 0.807 -4.073
```

Computed properties:
Orbital gap in eV: 5.5
Maximum force in hartree/bohr: 0.003
Net charge: -2

---

[2]
Density functional theory data (the ωB97M-V functional and the def2-TZVPD basis) for a cluster of 11 separate species, C38H42F10I2N2O34 in total at a distorted geometry.

```
128
C38H42F10I2N2O34 the ωB97M-V functional and the def2-TZVPD basis
C -9.315 2.014 0.638
C -8.321 1.664 -0.588
O -8.451 0.501 -1.058
N -7.342 2.612 -1.136
O -6.510 2.067 -2.068
C -5.318 1.486 -1.490
O -5.437 0.367 -0.958
N -4.086 2.237 -1.652
C -2.976 1.755 -0.798
I -2.108 -0.164 -1.509
C -3.283 1.770 0.789
C -3.224 3.235 1.459
I -1.754 0.477 1.739
C -6.647 3.408 -0.107
C -6.120 4.860 -0.584
O -6.405 3.052 1.064
H -9.222 1.242 1.480
H -9.089 3.047 1.092
H -10.379 2.035 0.238
H -3.818 2.373 -2.634
H -2.113 2.506 -0.950
H -4.276 1.308 1.088
H -4.005 3.311 2.302
H -2.198 3.335 1.941
H -3.418 3.985 0.620
H -5.057 5.073 -0.248
H -6.834 5.690 -0.253
H -6.105 4.904 -1.737
C 0.227 5.134 5.460
C -1.184 4.689 5.242
O -1.115 3.993 4.014
C 0.151 3.490 3.950
O 0.492 2.630 3.193
O 0.975 4.084 4.858
F -2.012 5.752 5.090
H 0.455 6.076 4.955
H 0.473 5.235 6.518
H -1.572 4.026 6.019
C 0.280 -4.972 -0.920
C 0.467 -4.093 -2.115
O 0.989 -2.901 -1.562
C 1.666 -3.289 -0.445
O 2.458 -2.602 0.132
O 1.338 -4.555 -0.069
F -0.724 -3.811 -2.703
H -0.677 -4.804 -0.418
H 0.366 -6.031 -1.164
H 1.163 -4.488 -2.857
C 3.272 -5.043 -5.812
C 2.784 -6.396 -6.221
O 2.900 -7.154 -5.032
C 2.742 -6.262 -4.015
O 2.511 -6.570 -2.880
O 2.870 -4.978 -4.446
F 3.592 -6.942 -7.161
H 4.348 -4.953 -5.874
H 2.817 -4.244 -6.393
H 1.746 -6.416 -6.569
C -0.774 2.394 9.940
C -0.663 2.834 8.516
O -1.349 4.071 8.506
C -1.198 4.581 9.762
O -1.407 5.720 10.053
O -0.772 3.631 10.641
F -1.308 1.977 7.689
H -1.707 1.861 10.145
H 0.063 1.766 10.248
H 0.364 2.980 8.169
C 5.277 -3.873 1.547
C 6.540 -3.933 0.749
O 7.472 -3.260 1.571
C 7.044 -3.464 2.850
O 7.716 -3.277 3.821
O 5.759 -3.914 2.884
F 6.417 -3.248 -0.413
H 4.722 -2.945 1.389
H 4.615 -4.715 1.342
H 6.896 -4.947 0.545
C -4.300 -3.678 1.965
C -4.565 -5.150 1.939
O -3.297 -5.700 1.643
C -2.391 -4.821 2.154
O -1.236 -5.075 2.332
O -2.962 -3.619 2.444
F -5.420 -5.473 0.940
H -4.351 -3.222 0.972
H -4.979 -3.143 2.631
H -4.931 -5.558 2.885
C -1.704 -2.221 6.358
C -1.514 -1.350 5.158
O -0.989 -0.155 5.707
C -0.314 -0.537 6.826
O 0.482 0.150 7.402
O -0.646 -1.802 7.208
F -2.701 -1.072 4.567
H -2.662 -2.048 6.857
H -1.619 -3.282 6.120
H -0.817 -1.751 4.417
C 5.419 -0.283 -7.236
C 5.865 -0.581 -5.841
O 5.233 -1.814 -5.557
C 5.106 -2.441 -6.757
O 4.865 -3.610 -6.883
O 5.292 -1.584 -7.797
F 5.405 0.350 -4.973
H 4.450 0.223 -7.271
H 6.145 0.314 -7.788
H 6.948 -0.688 -5.727
C -0.514 6.863 1.725
C -0.317 7.733 0.524
O 0.196 8.930 1.074
C 0.863 8.556 2.203
O 1.644 9.248 2.781
O 0.534 7.289 2.585
F -1.499 8.007 -0.079
H -1.478 7.032 2.215
H -0.423 5.801 1.490
H 0.390 7.334 -0.209
C 6.416 -2.407 -11.274
C 6.526 -1.955 -12.695
O 5.831 -0.724 -12.696
C 5.975 -0.224 -11.438
O 5.756 0.912 -11.136
O 6.407 -1.176 -10.563
F 5.890 -2.811 -13.529
H 5.488 -2.949 -11.074
H 7.258 -3.030 -10.968
H 7.552 -1.797 -13.040
```

Computed properties:
Orbital gap in eV: 8.2
Maximum force in hartree/bohr: 0.091

---

Q: Which value of maximum force does entry 2 give?
A: 0.091 hartree/bohr

---

Q: Look up the maximum force of the second one.
A: 0.091 hartree/bohr